DFT (the ωB97M-V functional and the def2-TZVPD basis) results for a cluster of 2 separate species, C3H12N2O in total.

XYZ file:
```
18
C3H12N2O | OMol25 | the ωB97M-V functional and the def2-TZVPD basis
N 0.305 -0.423 -1.438
C 1.570 -0.199 -0.724
C 2.058 -1.426 -0.039
C 1.420 1.044 0.167
N 0.832 2.310 -0.487
H 0.550 -0.827 -2.355
H -0.345 0.298 -1.517
H 2.278 0.011 -1.556
H 3.094 -1.437 0.275
H 1.968 -2.232 -0.746
H 1.592 -1.651 0.948
H 0.953 0.685 1.122
H 2.491 1.317 0.340
H 0.269 2.793 0.139
H 0.801 2.680 -1.426
H -6.701 -1.012 3.249
H -6.350 -1.221 1.676
O -6.786 -0.711 2.373
```

Output
Molar mass (g/mol): 92.14
HOMO level (spin up / spin down) (eV): 1.6 / -5.2
⟨S²⟩: 0.75
Strongest force on any atom (eV Å⁻¹): 3.428
Multiplicity: 2
Net charge: -1
HOMO-LUMO gap (spin up / spin down) (eV): 1.71 / 8.94
Energy above the lowest of the compared OMol25 structures with the same formula, charge and spin (kJ/mol): 156.06

DFT (the ωB97M-V functional and the def2-TZVPD basis) results for a cluster of 2 separate species, C3H12N2O in total.

XYZ file:
```
18
C3H12N2O | OMol25 | the ωB97M-V functional and the def2-TZVPD basis
C -1.801 -1.636 0.934
C -0.680 -1.529 -0.080
N -0.254 -0.125 -0.226
C 1.104 0.025 -0.686
N 1.268 1.164 -1.601
H -1.357 -1.707 1.930
H -2.472 -0.785 0.838
H -2.408 -2.537 0.790
H -0.959 -1.944 -1.043
H 0.171 -2.116 0.272
H -0.844 0.328 -0.912
H 1.762 0.225 0.175
H 1.547 -0.861 -1.167
H 0.400 1.674 -1.738
H 1.938 1.830 -1.245
H 0.883 2.674 2.034
H 1.128 2.389 0.574
O 0.574 2.928 1.150
```

Output
Molar mass (g/mol): 92.14
HOMO level (eV): -8.8
Strongest force on any atom (eV Å⁻¹): 1.360
HOMO-LUMO gap (eV): 9.73
Energy above the lowest of the compared OMol25 structures with the same formula, charge and spin (kJ/mol): 68.57

DFT (the ωB97M-V functional and the def2-TZVPD basis) results for a cluster of 2 separate species, C3H12N2O in total.

XYZ file:
```
18
C3H12N2O | OMol25 | the ωB97M-V functional and the def2-TZVPD basis
N 2.391 1.070 0.773
C 1.022 0.884 0.308
C 0.749 -0.612 0.150
N -0.169 -0.914 -0.984
C -1.355 -1.654 -0.523
H 2.608 2.045 0.974
H 3.042 0.667 0.109
H 0.317 1.427 0.945
H 0.816 1.408 -0.642
H 1.681 -1.148 -0.059
H 0.386 -1.006 1.101
H 0.309 -1.501 -1.659
H -1.215 -2.608 0.000
H -1.892 -1.050 0.216
H -2.030 -1.803 -1.360
H -1.622 1.121 0.143
H -2.967 1.719 0.390
O -2.071 1.957 0.117
```

Output
Molar mass (g/mol): 92.14
HOMO level (eV): -9.0
Strongest force on any atom (eV Å⁻¹): 1.385
HOMO-LUMO gap (eV): 9.93
Energy above the lowest of the compared OMol25 structures with the same formula, charge and spin (kJ/mol): 74.65

DFT (the ωB97M-V functional and the def2-TZVPD basis) results for a cluster of 2 separate species, C3H12N2O in total.

XYZ file:
```
18
C3H12N2O | OMol25 | the ωB97M-V functional and the def2-TZVPD basis
N 1.261 -1.811 1.733
C 0.749 -1.318 0.399
C -0.695 -0.539 0.708
N -1.351 -0.513 -0.571
C -1.884 0.853 -0.809
H 0.989 -1.030 2.458
H 2.259 -1.791 1.753
H 1.298 -0.576 -0.044
H 0.632 -2.138 -0.316
H -1.243 -1.059 1.528
H -0.461 0.492 1.161
H -1.763 -1.384 -0.893
H -2.498 1.316 0.028
H -0.882 1.513 -0.815
H -2.414 0.819 -1.747
H 2.612 2.844 -1.419
H 1.713 1.654 -1.550
O 1.679 2.669 -1.604
```

Output
Molar mass (g/mol): 92.14
HOMO level (eV): -8.3
Strongest force on any atom (eV Å⁻¹): 4.748
HOMO-LUMO gap (eV): 9.03
Energy above the lowest of the compared OMol25 structures with the same formula, charge and spin (kJ/mol): 184.22